No. 1
The following is a quantum chemistry calculation of a structure of composition C7H8 in a non-equilibrium geometry, from the OMol25 dataset.

HOMO level = -8.87 eV
LUMO level = -0.37 eV

Each line ends with the Mulliken charge.
CARTESIAN COORDINATES (ANGSTROEM)
C -1.618 -0.102 0.164  -0.219
C -2.894 0.116 0.188  -0.198
C -0.851 -1.192 0.725  -0.538
C 0.326 -0.708 0.247  0.090
C -0.406 0.436 -0.412  0.542
C 1.800 -1.188 0.290  -0.978
C -0.159 1.841 -0.416  -1.227
H -1.107 -2.097 1.282  0.417
H -0.693 -0.177 -2.123  0.183
H 1.711 -1.980 -0.434  0.291
H 2.060 -1.630 1.308  0.280
H 2.311 -0.284 0.075  0.301
H -0.937 2.441 -0.882  0.348
H 0.816 2.220 -0.625  0.351
H -0.359 2.305 0.613  0.357

***

No. 2
The following is a quantum chemistry calculation of a cluster of 2 separate species, C7H8 in total in a non-equilibrium geometry, from the OMol25 dataset.

HOMO level (alpha / beta) = -7.59 / -7.58 eV
LUMO level (alpha / beta) = -1.35 / -1.35 eV

Each line ends with the Mulliken charge.
CARTESIAN COORDINATES (ANGSTROEM)
C -1.190 -1.557 2.151  0.010
C -0.794 -0.907 1.207  -0.211
C -2.598 -0.559 -1.522  -0.469
C -0.638 -0.169 0.114  -0.488
C 1.592 1.220 0.288  -0.551
C 1.905 0.084 -0.577  -0.542
C 0.486 0.517 -0.490  0.063
H -1.440 -2.040 2.961  0.521
H -2.620 0.497 -1.622  0.179
H -3.332 -1.027 -0.890  0.163
H 1.812 0.839 1.274  0.266
H 1.749 2.287 0.128  0.263
H 2.344 0.385 -1.491  0.236
H 2.379 -0.861 -0.224  0.258
H 0.345 1.291 -1.307  0.301

***

No. 3
The following is a quantum chemistry calculation of an isolated molecule of C7H8 in a non-equilibrium geometry, from the OMol25 dataset.

HOMO level (alpha / beta) = -7.12 / -8.22 eV
LUMO level (alpha / beta) = -0.10 / 0.19 eV

Each line ends with the Mulliken charge.
CARTESIAN COORDINATES (ANGSTROEM)
C -1.331 1.196 0.303  -0.201
C -0.012 1.596 0.011  -0.445
C -1.726 -0.056 0.091  -0.060
C 1.160 -0.565 0.209  -0.027
C -2.462 -1.123 -0.130  -0.684
C 2.034 -1.481 0.359  -0.807
C 1.241 0.789 -0.242  0.040
H -1.977 2.003 0.626  0.381
H 0.107 2.688 -0.077  0.316
H -2.590 -1.935 0.497  0.300
H -2.903 -1.047 -1.123  0.217
H 3.072 -1.364 0.051  0.264
H 1.864 -2.568 0.712  0.211
H 1.328 0.652 -1.398  0.179
H 2.194 1.214 0.111  0.316

***

No. 4
The following is a quantum chemistry calculation of an isolated molecule of C7H8, from the OMol25 dataset.

HOMO level = -9.06 eV
SMILES = Cc1ccccc1
LUMO level = 1.12 eV

Each line ends with the Mulliken charge.
CARTESIAN COORDINATES (ANGSTROEM)
C 2.042 0.528 -1.169  -1.325
C 0.794 0.190 -0.406  0.717
C 0.226 1.080 0.498  -0.367
C -0.944 0.771 1.161  -0.465
C -1.637 -0.391 0.843  -0.393
C -1.097 -1.269 -0.077  -0.491
C 0.112 -0.986 -0.682  -0.329
H 2.981 0.211 -0.704  0.269
H 2.138 1.607 -1.309  0.350
H 1.976 0.120 -2.175  0.351
H 0.725 2.009 0.744  0.325
H -1.380 1.468 1.872  0.340
H -2.581 -0.571 1.348  0.345
H -1.709 -2.119 -0.365  0.333
H 0.580 -1.704 -1.340  0.342

***

No. 5
The following is a quantum chemistry calculation of an isolated molecule of C7H8 in a non-equilibrium geometry, from the OMol25 dataset.

HOMO level (alpha / beta) = -8.28 / -8.28 eV
LUMO level (alpha / beta) = 0.31 / 0.30 eV

Each line ends with the Mulliken charge.
CARTESIAN COORDINATES (ANGSTROEM)
C 1.690 -0.360 0.002  -0.067
C 0.677 -1.215 -0.035  -0.702
C 1.484 1.090 -0.007  -0.897
C -1.356 0.037 -1.120  -0.347
C -1.309 -0.006 1.143  -0.357
C -0.705 -0.699 -0.015  0.518
C -0.904 0.908 0.022  -0.481
H 2.718 -0.710 0.048  0.365
H 0.808 -2.290 -0.055  0.413
H 1.714 1.643 0.889  0.295
H 1.590 1.620 -0.939  0.292
H -0.840 0.086 -2.073  0.259
H -2.436 -0.028 -1.229  0.224
H -2.383 -0.094 1.299  0.222
H -0.747 0.017 2.070  0.263

***

No. 6
The following is a quantum chemistry calculation of an isolated molecule of C7H8 in a non-equilibrium geometry, from the OMol25 dataset.

HOMO level = -9.41 eV
SMILES = C#CCC=C=CC
LUMO level = 0.97 eV

Each line ends with the Mulliken charge.
CARTESIAN COORDINATES (ANGSTROEM)
C -2.482 0.963 -1.651  0.157
C -1.534 0.232 -1.512  -0.446
C -0.379 -0.673 -1.382  -0.611
C -0.170 -1.204 0.022  -0.296
C 1.008 -1.197 0.614  -0.149
C 1.832 -0.472 1.329  -0.458
C 0.995 0.859 1.544  -0.842
H -3.329 1.605 -1.787  0.409
H 0.528 -0.149 -1.709  0.326
H -0.522 -1.516 -2.067  0.292
H -1.059 -1.506 0.576  0.438
H 2.822 -0.783 1.682  0.377
H 0.798 1.186 0.523  0.192
H 1.209 1.788 2.081  0.347
H 0.098 0.484 2.025  0.265

***

No. 7
The following is a quantum chemistry calculation of a structure of composition C7H8AuN4O7S4, from the OMol25 dataset.

HOMO level = -5.63 eV
charge = -1
LUMO level = 1.11 eV

Each line ends with the Mulliken charge.
CARTESIAN COORDINATES (ANGSTROEM)
Au 0.599 0.064 -0.236  1.324
O -2.745 -0.459 -1.802  -0.598
S -2.037 -0.440 -0.562  1.255
O -2.797 -0.749 0.619  -0.614
O -0.783 -1.368 -0.631  -0.686
O -1.255 0.897 -0.350  -0.633
N -3.631 0.509 5.536  -0.526
C -2.590 0.364 5.071  0.120
C -1.264 0.196 4.534  0.108
C -0.183 0.034 5.395  -0.256
C 1.075 -0.117 4.847  -0.808
C 1.204 -0.096 3.464  -0.009
N 0.171 0.056 2.638  -0.029
C -1.044 0.195 3.158  -0.224
H -0.338 0.029 6.466  0.466
H 1.948 -0.246 5.471  0.394
H 2.178 -0.201 2.995  0.340
H -1.869 0.289 2.459  0.494
N 1.183 -1.881 -3.007  -0.450
C 1.549 -0.617 -3.329  0.349
N 2.880 -0.412 -3.516  -0.497
S 0.425 0.601 -3.465  -0.349
H 1.877 -2.514 -2.644  0.237
H 0.250 -1.974 -2.632  0.266
H 3.524 -0.942 -2.944  0.266
H 3.117 0.566 -3.567  0.266
O 2.239 -1.111 -0.019  -0.614
S 3.442 -0.157 0.165  1.017
O 3.974 -0.242 1.498  -0.620
O 4.393 -0.336 -0.899  -0.629
S 2.340 1.580 -0.061  -0.359

***

No. 8
The following is a quantum chemistry calculation of an isolated molecule of C7H8Br2 in a non-equilibrium geometry, from the OMol25 dataset.

HOMO level = -9.92 eV
SMILES = BrC1(Br)C#CCCCC1
LUMO level = 0.34 eV

Each line ends with the Mulliken charge.
CARTESIAN COORDINATES (ANGSTROEM)
Br -4.239 1.502 -0.009  -0.078
C -2.781 0.098 -0.199  0.324
Br -3.508 -1.688 0.026  -0.047
C -1.963 0.284 -1.610  -0.136
C -0.777 0.348 -1.823  -0.064
C 0.644 0.134 -1.707  -0.477
C 0.780 -0.126 -0.196  -0.582
C -0.453 -0.679 0.526  -0.749
C -1.665 0.263 0.718  -0.872
H 1.168 -0.649 -2.337  0.282
H 1.274 1.074 -2.105  0.247
H 1.742 -0.756 -0.099  0.337
H 1.246 0.808 0.323  0.282
H -0.755 -1.568 -0.054  0.394
H -0.240 -0.994 1.531  0.366
H -2.142 0.172 1.679  0.435
H -1.270 1.362 0.478  0.338

***

No. 9
The following is a quantum chemistry calculation of an isolated molecule of C7H8Br2N2O3 in a non-equilibrium geometry, from the OMol25 dataset.

HOMO level (alpha / beta) = -8.31 / -8.18 eV
LUMO level (alpha / beta) = -0.62 / -0.83 eV

Each line ends with the Mulliken charge.
CARTESIAN COORDINATES (ANGSTROEM)
C 0.099 0.287 -0.320  -0.319
C 1.764 1.127 1.372  0.868
C -1.716 -1.147 -1.313  0.693
C -0.286 0.181 2.036  -0.340
C -0.108 -2.106 0.228  -0.357
C 2.647 1.203 0.221  -1.253
C -2.254 0.188 -1.895  -0.840
N 0.470 0.577 0.997  0.333
N -0.634 -0.994 -0.409  0.232
O 0.208 0.971 -1.293  -0.516
O 1.926 1.183 2.544  -0.546
O -2.280 -2.221 -1.414  -0.585
Br -2.209 0.385 1.789  -0.123
Br 1.742 -2.462 0.214  -0.110
H 0.048 0.490 3.094  0.421
H -0.863 -2.918 0.225  0.477
H 2.416 0.572 -0.600  0.357
H 3.705 1.236 0.498  0.348
H 2.554 2.159 -0.175  0.408
H -1.780 1.051 -1.295  0.287
H -3.349 0.024 -1.544  0.255
H -2.100 0.214 -2.961  0.310

***

No. 10
The following is a quantum chemistry calculation of a cluster of 2 separate species, C7H8BrOP in total in a non-equilibrium geometry, from the OMol25 dataset.

HOMO level (alpha / beta) = -7.31 / -9.44 eV
spin multiplicity = 3
LUMO level (alpha / beta) = 0.96 / -3.66 eV

Each line ends with the Mulliken charge.
CARTESIAN COORDINATES (ANGSTROEM)
C -0.677 -0.395 3.070  -0.494
C 0.280 0.295 2.340  -0.407
C -1.389 -1.379 2.481  -0.304
C 0.338 0.207 0.961  -0.375
C -1.377 -1.471 1.123  -0.407
C -0.526 -0.726 0.351  0.433
C 0.655 1.171 -2.997  -0.775
O 0.336 0.664 -1.768  -0.202
P -0.524 -0.768 -1.573  -0.004
Br 2.674 -2.433 -3.420  -0.006
H -0.856 -0.388 4.134  0.323
H 0.934 1.112 2.653  0.313
H -2.018 -2.070 3.049  0.342
H 1.214 0.629 0.486  0.351
H -1.727 -2.414 0.815  0.293
H 0.205 2.071 -3.053  0.354
H 0.285 0.642 -3.916  0.294
H 1.725 1.308 -3.077  0.270

***

No. 11
The following is a quantum chemistry calculation of an isolated molecule of C7H8ClN in a non-equilibrium geometry, from the OMol25 dataset.

HOMO level (alpha / beta) = -6.43 / -7.95 eV
SMILES = C=c1cc[nH]/c1=C(\C)Cl
LUMO level (alpha / beta) = -0.45 / 0.34 eV

Each line ends with the Mulliken charge.
CARTESIAN COORDINATES (ANGSTROEM)
C 0.335 2.478 -0.622  -1.330
C -0.510 1.354 -0.415  1.202
C -1.981 1.309 -0.466  -0.776
C -2.384 0.060 -0.172  -0.342
N -1.186 -0.737 0.029  -0.035
C -0.083 -0.037 -0.085  -0.296
C 1.612 -0.872 -0.131  0.202
C 1.726 -2.043 0.753  -0.868
Cl 2.792 0.307 -0.027  -0.188
H 1.356 2.301 -0.554  0.281
H 0.012 3.364 -0.968  0.385
H -2.566 2.114 -0.822  0.424
H -3.239 -0.591 0.196  0.310
H -1.113 -1.721 0.357  0.228
H 0.797 -2.669 0.687  0.237
H 2.489 -2.788 0.409  0.301
H 1.942 -1.830 1.830  0.266

***

No. 12
The following is a quantum chemistry calculation of an isolated molecule of C7H8ClN3 in a non-equilibrium geometry, from the OMol25 dataset.

HOMO level = -8.17 eV
LUMO level = -0.13 eV

Each line ends with the Mulliken charge.
CARTESIAN COORDINATES (ANGSTROEM)
C -2.792 -1.050 0.080  0.270
C -0.551 -1.789 -0.961  -0.363
C 0.840 -1.258 -1.008  -0.406
C -1.521 -1.084 -0.346  0.197
C 1.295 -0.217 -0.237  0.743
C -0.884 0.811 0.334  0.070
C 2.709 0.286 -0.186  -1.403
N -3.735 -1.064 0.742  -0.557
N 0.487 0.437 0.590  -0.338
N -1.438 1.411 1.416  -0.507
Cl -1.210 1.764 -1.154  -0.191
H -0.908 -2.548 -1.698  0.282
H 1.443 -1.630 -1.784  0.400
H 2.823 1.137 -0.739  0.336
H 3.516 -0.410 -0.467  0.371
H 2.843 0.643 0.895  0.293
H 0.915 1.090 1.223  0.268
H -2.320 1.019 1.807  0.286
H -1.513 2.451 1.492  0.249